Record 1
Molecular formula: C12H18GeN2O3RuS2
Method: DFT, the ωB97M-V functional and the def2-TZVPD basis

Last column: natural (NBO) charge in e.
Atoms and positions in Å:
Ru -0.08 -0.64 0.32  0.426
O -1.22 -0.06 -1.26  -0.528
N -2.54 -0.17 -1.10  0.012
C -3.30 0.37 -2.08  0.034
C -4.66 0.28 -2.03  -0.265
C -5.26 -0.38 -0.95  -0.168
C -4.47 -0.92 0.02  -0.225
C -3.07 -0.81 -0.04  0.026
S -2.00 -1.48 1.14  0.071
H -2.74 0.85 -2.86  0.240
H -5.25 0.72 -2.82  0.233
H -6.33 -0.47 -0.89  0.226
H -4.88 -1.44 0.87  0.236
S 0.48 -0.35 -4.95  -0.032
C 0.66 -0.97 -3.52  0.297
N 0.77 -1.45 -2.45  -0.505
C 1.64 1.92 3.73  -1.072
Ge 1.54 1.08 1.96  1.557
C 1.58 -0.90 2.19  -1.061
C 3.06 1.64 0.85  -1.080
C -0.21 1.23 1.12  -1.036
H 2.61 1.75 4.20  0.228
H 0.86 1.51 4.37  0.232
H 1.49 2.99 3.63  0.232
H 2.53 -1.34 1.89  0.251
H 0.81 -1.59 1.75  0.242
H 1.42 -1.09 3.25  0.250
H 3.97 1.11 1.14  0.229
H 3.23 2.71 0.96  0.234
H 2.86 1.43 -0.20  0.221
H -0.38 1.98 0.34  0.219
H -0.95 1.38 1.91  0.231
C 3.25 -0.84 -1.82  -0.259
O 2.41 -1.41 -0.82  -0.511
C 1.15 -1.83 -1.15  0.793
O 0.57 -2.74 -0.55  -0.569
H 2.85 0.10 -2.20  0.188
H 3.41 -1.54 -2.64  0.194
H 4.20 -0.64 -1.32  0.210

LUMO	-0.18	eV
energy relative to the best compared isomer or geometry (same formula, charge and spin)	37.3	kcal/mol
orbital gap	0.257	hartree
max |F|	0.6	eV Å⁻¹



Record 2
Molecular formula: C12H18I2IrN3S2
Method: DFT, the ωB97M-V functional and the def2-TZVPD basis

Last column: natural (NBO) charge in e.
Atoms and positions in Å:
Ir 0.62 0.47 0.83  0.700
I 1.55 0.20 3.53  0.418
C -0.38 -0.54 3.99  -0.702
I -1.35 -0.89 2.13  0.505
H -0.93 0.23 4.53  0.263
H -0.30 -1.47 4.54  0.266
S 0.97 2.76 1.23  0.026
C -0.60 2.79 0.49  -0.128
N -0.91 1.56 0.09  -0.536
C -2.21 1.46 -0.41  0.171
C -2.85 0.34 -0.93  -0.275
C -4.15 0.49 -1.39  -0.154
C -4.79 1.73 -1.34  -0.182
C -4.15 2.85 -0.84  -0.173
C -2.85 2.71 -0.38  -0.236
S -1.82 3.97 0.28  0.562
H -2.36 -0.62 -1.01  0.193
H -4.67 -0.37 -1.80  0.242
H -5.80 1.81 -1.71  0.250
H -4.66 3.81 -0.83  0.252
N 2.68 0.57 0.15  -0.786
C 3.57 -0.64 0.05  -0.236
C 3.33 -1.42 -1.24  -0.432
C 2.36 -2.61 -1.20  -0.427
C 1.13 -2.41 -0.35  -0.223
N 0.44 -1.10 -0.66  -0.818
H 2.66 1.02 -0.76  0.413
H 3.13 1.27 0.74  0.414
H 3.42 -1.24 0.95  0.214
H 4.59 -0.26 0.07  0.237
H 4.29 -1.77 -1.63  0.268
H 3.00 -0.69 -2.00  0.196
H 2.87 -3.49 -0.79  0.248
H 2.09 -2.87 -2.22  0.237
H 1.40 -2.38 0.71  0.195
H 0.41 -3.22 -0.47  0.232
H -0.54 -1.31 -0.87  0.403
H 0.82 -0.73 -1.52  0.402

LUMO	-7.95	eV
energy relative to the best compared isomer or geometry (same formula, charge and spin)	53.4	kcal/mol
total charge	+2
orbital gap	0.239	hartree
max |F|	1.0	eV Å⁻¹



Record 3
Molecular formula: C12H18N2
Method: DFT, the ωB97M-V functional and the def2-TZVPD basis

Last column: natural (NBO) charge in e.
Atoms and positions in Å:
C 0.69 1.80 -1.80  -0.398
C 0.07 2.40 0.59  -0.394
C -1.74 1.46 -0.96  -0.395
C 1.38 0.30 0.09  -0.468
C -0.39 -0.42 -1.63  -0.449
C -0.89 0.06 0.87  -0.457
C 1.17 1.76 -0.34  -0.202
C -0.66 1.04 -1.96  -0.208
C -1.17 1.52 0.51  -0.227
C 0.06 -0.46 -0.16  0.282
C 0.25 -4.22 1.31  0.113
C 0.77 -5.23 2.27  -0.663
N 0.50 -2.13 0.17  -0.355
N 0.25 -3.05 0.94  -0.031
H 0.59 2.78 -2.09  0.206
H 1.36 1.20 -2.28  0.202
H 0.35 2.30 1.62  0.204
H -0.02 3.52 0.32  0.209
H -2.20 2.50 -1.08  0.209
H -2.46 0.72 -1.11  0.203
H 2.29 0.08 -0.39  0.224
H 1.48 0.08 1.11  0.216
H -1.26 -0.95 -1.86  0.210
H 0.31 -0.96 -2.14  0.225
H -0.43 -0.02 1.96  0.208
H -1.80 -0.69 0.94  0.231
H 1.94 2.46 -0.15  0.214
H -0.96 1.10 -2.93  0.209
H -1.88 1.81 1.18  0.208
H 1.03 -4.86 3.31  0.218
H 1.63 -5.53 1.85  0.230
H 0.07 -6.03 2.39  0.228

LUMO	0.77	eV
energy relative to the best compared isomer or geometry (same formula, charge and spin)	121.8	kcal/mol
orbital gap	0.300	hartree
max |F|	3.9	eV Å⁻¹



Record 4
Molecular formula: C12H18N2
Method: DFT, the ωB97M-V functional and the def2-TZVPD basis

Last column: natural (NBO) charge in e.
Atoms and positions in Å:
C 2.10 -1.90 0.18  -0.142
C 2.02 -0.52 0.30  -0.184
C -0.26 -2.10 -0.26  -0.200
C 0.99 -2.71 -0.10  0.070
C -0.35 -0.73 -0.14  0.158
C 0.78 0.05 0.13  0.078
C -1.05 1.44 -0.03  0.620
C 1.14 -4.17 -0.25  -0.652
C -1.91 2.61 -0.01  -0.745
C -2.78 -0.34 -0.48  -0.442
C 1.07 2.24 -0.87  -0.407
C 0.69 2.04 1.53  -0.409
N -1.45 0.11 -0.24  -0.228
N 0.38 1.47 0.20  -0.273
H 3.06 -2.37 0.31  0.258
H 2.91 0.05 0.52  0.256
H -1.13 -2.71 -0.48  0.253
H 2.01 -4.54 0.29  0.251
H 0.26 -4.71 0.10  0.247
H 1.28 -4.42 -1.30  0.262
H -2.31 2.80 0.99  0.312
H -2.77 2.48 -0.67  0.298
H -1.38 3.52 -0.32  0.286
H -2.78 -1.03 -1.33  0.267
H -3.46 0.48 -0.69  0.253
H -3.15 -0.89 0.39  0.270
H 0.84 3.30 -0.79  0.248
H 2.15 2.11 -0.77  0.265
H 0.77 1.87 -1.85  0.257
H 0.37 3.08 1.59  0.250
H 0.20 1.47 2.31  0.257
H 1.77 2.01 1.70  0.265

LUMO	-9.12	eV
SMILES string	CC1=[N+](C)c2cc(C)ccc2[N+]1(C)C
energy relative to the best compared isomer or geometry (same formula, charge and spin)	0.0	kcal/mol
total charge	+2
orbital gap	0.278	hartree
max |F|	6.0	eV Å⁻¹



Record 5
Molecular formula: C12H18N3O4PPdS2
Method: DFT, the ωB97M-V functional and the def2-TZVPD basis

Last column: natural (NBO) charge in e.
Atoms and positions in Å:
Pd 2.51 1.41 0.43  0.270
C 1.08 -0.66 2.65  -1.032
P -0.24 0.33 3.36  1.951
C -0.95 1.29 2.01  -1.019
C -1.52 -0.90 3.76  -1.022
O 0.15 1.15 4.53  -1.141
H 0.64 -1.53 2.15  0.287
H 1.76 -0.96 3.44  0.237
H 1.60 -0.13 1.83  0.246
H -1.91 1.71 2.31  0.221
H -1.10 0.63 1.16  0.264
H -0.25 2.09 1.75  0.258
H -1.83 -1.42 2.85  0.283
H -2.36 -0.39 4.23  0.216
H -1.11 -1.62 4.47  0.223
N 3.96 2.15 -1.95  -0.853
C 2.66 1.71 -1.58  0.180
N 2.30 0.53 -2.24  -0.852
S 1.48 2.88 -1.12  -0.372
H 4.64 1.45 -1.66  0.369
H 4.16 3.00 -1.45  0.376
H 3.08 -0.12 -2.28  0.360
H 1.51 0.04 -1.79  0.437
O -2.90 -3.00 -1.53  -0.668
C -2.81 -1.69 -1.93  0.381
C -3.74 -1.17 -2.83  -0.344
C -3.64 0.15 -3.25  -0.224
C -2.60 0.94 -2.79  -0.257
C -1.67 0.40 -1.90  -0.171
C -1.76 -0.91 -1.44  -0.195
C -0.74 -1.42 -0.42  0.764
O -1.21 -1.87 0.64  -0.771
O 0.46 -1.28 -0.75  -0.760
H -3.65 -3.40 -1.98  0.455
H -4.53 -1.81 -3.19  0.178
H -4.36 0.55 -3.95  0.189
H -2.50 1.96 -3.12  0.203
H -0.84 1.01 -1.57  0.249
S 6.67 -1.15 1.15  -0.432
C 5.27 -0.27 1.06  0.149
N 4.28 0.35 0.97  -0.632

LUMO	4.48	eV
energy relative to the best compared isomer or geometry (same formula, charge and spin)	0.0	kcal/mol
total charge	-2
orbital gap	0.234	hartree
max |F|	0.5	eV Å⁻¹



Record 6
Molecular formula: C12H18N6
Method: DFT, the ωB97M-V functional and the def2-TZVPD basis

Last column: natural (NBO) charge in e.
Atoms and positions in Å:
C 0.82 -3.02 3.65  -0.726
C 1.08 -4.42 3.30  0.293
N 1.29 -5.52 3.03  -0.349
H 0.12 -2.59 2.94  0.265
H 1.77 -2.50 3.58  0.254
H 0.48 -3.02 4.68  0.260
C -1.15 2.97 2.05  -0.717
C -1.91 2.45 0.93  0.289
N -2.50 2.06 0.02  -0.329
H -0.16 2.53 2.03  0.250
H -1.67 2.76 2.98  0.253
H -1.07 4.05 1.91  0.254
C -2.09 -1.44 -5.13  -0.726
C -1.84 -0.21 -4.38  0.334
N -1.62 0.76 -3.80  -0.391
H -2.10 -2.29 -4.46  0.258
H -1.26 -1.56 -5.83  0.275
H -3.02 -1.32 -5.67  0.254
C 1.53 1.68 -4.31  -0.730
C 1.40 0.30 -4.76  0.316
N 1.26 -0.79 -5.12  -0.369
H 1.50 2.36 -5.15  0.259
H 2.49 1.78 -3.80  0.249
H 0.72 1.89 -3.62  0.274
C 0.48 0.83 4.39  -0.730
C 1.21 -0.02 5.31  0.291
N 1.80 -0.74 5.99  -0.334
H 0.41 1.86 4.73  0.247
H -0.56 0.49 4.31  0.264
H 0.96 0.87 3.42  0.262
C 0.41 0.04 -1.00  -0.743
C 0.02 -0.21 0.38  0.339
N -0.31 -0.40 1.46  -0.399
H -0.49 0.17 -1.60  0.292
H 1.01 -0.76 -1.43  0.263
H 0.98 0.97 -1.06  0.248

LUMO	0.23	eV
SMILES string	CC#N.CC#N.CC#N.CC#N.CC#N.CC#N
energy relative to the best compared isomer or geometry (same formula, charge and spin)	2.5	kcal/mol
orbital gap	0.423	hartree
max |F|	0.9	eV Å⁻¹



Record 7
Molecular formula: C12H18O
Method: DFT, the ωB97M-V functional and the def2-TZVPD basis

Last column: natural (NBO) charge in e.
Atoms and positions in Å:
C -3.85 -0.29 -0.42  -0.234
C -2.73 -0.24 0.01  -0.008
C 0.59 -1.42 1.05  -0.470
C -0.71 -1.36 0.47  -0.087
C 0.89 0.75 -0.29  -0.289
C 1.48 -0.47 0.14  -0.066
C 2.67 -0.06 1.05  -0.597
C 1.86 -1.29 -1.16  -0.598
C -1.45 0.41 2.07  -0.631
C -0.59 2.20 -1.63  -0.690
C -1.57 -0.33 0.72  -0.147
C -0.10 0.92 -1.14  0.346
O -0.66 -0.21 -1.85  -0.739
H -4.72 -0.23 -0.98  0.222
H 1.01 -2.42 1.21  0.229
H 0.45 -1.13 2.11  0.218
H -0.89 -1.93 -0.51  0.222
H 1.40 1.68 0.13  0.225
H 3.42 0.55 0.49  0.212
H 3.18 -0.97 1.49  0.205
H 2.25 0.40 1.96  0.208
H 0.89 -1.53 -1.41  0.233
H 2.51 -2.05 -0.97  0.200
H 2.34 -0.64 -1.92  0.203
H -0.43 0.85 2.16  0.215
H -1.68 -0.24 2.90  0.221
H -2.16 1.27 2.06  0.221
H -1.73 2.18 -1.66  0.230
H -0.45 2.94 -0.80  0.236
H -0.19 2.54 -2.57  0.226
H -1.04 0.12 -2.70  0.485

LUMO	0.72	eV
SMILES string	C#C/C(C)=C/CC(C)(C)/C=C(/C)O
energy relative to the best compared isomer or geometry (same formula, charge and spin)	118.4	kcal/mol
orbital gap	0.321	hartree
max |F|	4.2	eV Å⁻¹



Record 8
Molecular formula: C12H18O4
Method: DFT, the ωB97M-V functional and the def2-TZVPD basis

Last column: natural (NBO) charge in e.
Atoms and positions in Å:
O -1.41 -3.14 0.83  -0.608
O -2.62 -1.12 -0.70  -0.693
O 1.01 -0.80 -1.17  -0.433
O 1.59 -3.30 1.37  -0.502
C -0.63 -2.51 0.18  0.445
C 0.88 -2.55 0.42  0.128
C -1.25 -1.41 -0.67  0.150
C 1.58 -1.80 -0.42  0.321
C -0.31 -0.73 -1.29  0.293
C 0.86 -3.59 2.55  -0.248
C 3.07 -1.90 -0.58  -0.669
C -0.51 4.54 0.34  -0.602
C -0.77 0.55 -2.07  -0.429
C -0.91 3.21 0.91  -0.387
C -0.25 1.87 -1.37  -0.397
C -1.12 2.03 -0.10  -0.399
H -3.22 -1.79 -0.25  0.518
H 0.49 -4.55 2.47  0.182
H 0.01 -2.91 2.80  0.197
H 1.52 -3.63 3.46  0.181
H 3.40 -2.87 -0.13  0.243
H 3.26 -1.96 -1.63  0.230
H 3.71 -1.28 -0.06  0.233
H -0.88 5.28 1.06  0.211
H 0.63 4.57 0.23  0.196
H -0.94 4.58 -0.61  0.198
H -0.37 0.40 -3.09  0.213
H -1.81 0.59 -2.16  0.227
H -0.16 2.94 1.71  0.192
H -1.87 3.47 1.29  0.198
H 0.79 1.83 -1.30  0.207
H -0.54 2.71 -2.02  0.200
H -2.17 2.20 -0.46  0.197
H -1.05 1.08 0.46  0.207

LUMO	0.75	eV
SMILES string	CCCCCc1oc(C)c(OC)c(=O)c1O
energy relative to the best compared isomer or geometry (same formula, charge and spin)	98.2	kcal/mol
orbital gap	0.345	hartree
max |F|	5.3	eV Å⁻¹